1.
{
  "formula": "C21H16F4N2O4",
  "method": "ωB97M-V/def2-TZVPD",
  "species": ["O", "F", "F", "F", "F", "N", "O", "O", "O", "C", "C", "C", "C", "C", "C", "C", "C", "C", "C", "C", "C", "C", "C", "C", "C", "N", "C", "C", "C", "C", "C", "H", "H", "H", "H", "H", "H", "H", "H", "H", "H", "H", "H", "H", "H", "H", "H"],
  "positions_angstrom": [[2.37547, 0.60122, 3.32943], [3.31319, -5.77783, 2.44261], [5.46937, -5.18135, 2.38081], [2.09977, -2.29958, 5.72750], [4.05928, -1.63637, 6.56484], [3.05003, -2.70582, 2.31758], [0.44799, 0.65541, 1.32181], [-2.18070, 0.69774, -1.27862], [4.99711, -0.72846, 4.00094], [2.23309, -0.48058, 2.72868], [3.89803, -3.54161, 2.80971], [0.72665, -1.53244, 0.94906], [-0.27603, -1.02841, 0.06952], [1.19705, -0.45990, 1.70035], [-0.46171, 0.29739, 0.39814], [-4.88286, 3.69208, -6.27920], [-3.33030, 2.81242, -1.76003], [-4.26471, 2.50137, -6.66397], [-2.79162, 1.57969, -2.12992], [-4.75819, 4.05379, -4.94114], [-3.96930, 3.67440, -2.68691], [-3.59254, 1.67907, -5.74427], [-2.89177, 1.22325, -3.45069], [-4.05129, 3.26203, -4.01562], [-3.51308, 2.06567, -4.39741], [3.02963, -1.57999, 3.05858], [4.19816, -4.79021, 2.08076], [-1.51716, 1.23548, -0.09913], [3.16210, -1.46275, 5.57046], [4.51741, -3.08029, 4.07222], [3.90960, -1.64479, 4.20828], [4.66599, 0.18496, 3.83424], [1.02437, -2.55219, 1.00287], [-0.95983, -1.62410, -0.57166], [-5.33732, 4.31162, -7.07231], [-3.33178, 3.10078, -0.72063], [-4.39394, 2.17993, -7.69649], [-5.20602, 4.99572, -4.64007], [-4.42976, 4.61185, -2.38205], [-3.12948, 0.76514, -6.10304], [-2.51206, 0.26394, -3.83493], [4.13014, -4.62321, 1.02900], [-2.27508, 1.32356, 0.68866], [-1.06715, 2.21239, -0.30974], [2.77884, -0.42507, 5.63429], [4.22801, -3.77475, 4.83575], [5.61242, -3.05125, 4.02172]],
  "homo_lumo_gap_ev": 8.04,
  "energy_ha": -1619.7210,
  "e_above_lowest_kcal_mol": 0.00,
  "charge": 0,
  "smiles": "O=C(c1ccc(COc2ccc3ccccc3c2)o1)N1N=C(C(F)F)C[C@]1(O)C(F)F"
}

=====

2.
{
  "formula": "C40H37N9O5",
  "method": "ωB97M-V/def2-TZVPD",
  "species": ["C", "C", "C", "C", "C", "C", "N", "C", "C", "C", "C", "C", "C", "C", "N", "N", "C", "C", "C", "C", "C", "C", "C", "C", "C", "C", "C", "O", "C", "C", "C", "C", "C", "C", "C", "C", "C", "C", "C", "H", "H", "H", "H", "H", "H", "H", "H", "H", "H", "H", "H", "H", "H", "H", "H", "H", "H", "H", "H", "H", "H", "H", "H", "H", "H", "H", "H", "H", "H", "H", "H", "H", "H", "H", "O", "N", "O", "C", "C", "C", "N", "O", "O", "C", "N", "N", "N", "N", "C", "H", "H"],
  "positions_angstrom": [[-5.75831, -1.47869, -0.06755], [-4.53275, -0.62302, -0.12664], [-4.23130, 0.10192, -1.27361], [-3.01583, 0.78566, -1.41127], [-2.76472, 1.58024, -2.64657], [-2.07174, 0.66428, -0.38469], [-0.69900, 1.05694, -0.57166], [-0.26180, 2.37585, -0.75568], [-1.13578, 3.53613, -0.80072], [-0.80818, 4.52865, -1.74815], [-1.68674, 5.58794, -1.97943], [-2.85084, 5.71228, -1.20138], [-3.12488, 4.78765, -0.17427], [-2.24938, 3.72218, 0.05182], [1.03952, 2.45126, -0.84436], [1.48600, 1.16072, -0.64403], [2.88517, 0.94828, -0.73473], [3.69506, 1.80023, 0.02408], [3.15548, 2.79518, 0.97139], [5.08475, 1.73035, -0.14945], [5.65099, 0.81602, -1.04647], [7.15216, 0.81166, -1.24930], [4.82832, -0.02909, -1.80088], [3.43241, 0.02015, -1.64041], [2.61192, -0.81859, -2.54777], [0.46101, 0.31180, -0.33600], [0.54294, -1.05061, 0.15959], [1.33892, -1.32029, 1.24415], [-0.06616, -2.10157, -0.55331], [0.22331, -3.51978, -0.15965], [-0.96084, -1.93172, -1.74020], [-0.76103, -1.03715, -2.81245], [-1.52675, -1.03367, -3.98436], [-2.63605, -1.89508, -4.12503], [-2.90663, -2.76187, -3.05173], [-2.08402, -2.80735, -1.94190], [-2.47621, 0.20644, 0.86441], [-1.65825, 0.48056, 2.07820], [-3.65979, -0.54237, 0.95504], [-5.78949, -2.08460, 0.83950], [-6.67482, -0.88219, -0.08707], [-5.82238, -2.16559, -0.91669], [-4.92904, 0.10442, -2.11040], [-1.71593, 1.54473, -2.94920], [-3.36111, 1.17130, -3.47041], [-3.04850, 2.63682, -2.53831], [0.10291, 4.41703, -2.33936], [-1.47537, 6.32234, -2.76417], [-3.55843, 6.53178, -1.38797], [-4.02118, 4.88901, 0.44786], [-2.43229, 3.00954, 0.85618], [3.97092, 3.42732, 1.31244], [2.40874, 3.41622, 0.48609], [2.71602, 2.36262, 1.86917], [5.70951, 2.43660, 0.40180], [7.44371, -0.04385, -1.87925], [7.49053, 1.74016, -1.74959], [7.67566, 0.74669, -0.27846], [5.25964, -0.69027, -2.55876], [3.25955, -1.51392, -3.08465], [1.85579, -1.42122, -2.04115], [2.09847, -0.20371, -3.29046], [-0.04197, -4.14190, -1.04868], [1.29164, -3.72782, 0.08678], [-0.38493, -3.87910, 0.70866], [0.06463, -0.32546, -2.74859], [-1.27828, -0.33866, -4.78837], [-3.24683, -1.85731, -5.01072], [-3.79958, -3.40297, -3.13528], [-2.34746, -3.53470, -1.15297], [-2.28353, 0.45035, 2.98751], [-0.94637, -0.33972, 2.17547], [-1.08283, 1.42863, 2.08154], [-3.88117, -1.06371, 1.88345], [0.36803, -5.10124, 6.23545], [1.21017, -4.18492, 6.14425], [2.14870, -4.05086, 6.97622], [1.20688, -3.22726, 5.00980], [2.29741, -2.41918, 4.66829], [2.23833, -1.50389, 3.61245], [3.21458, -0.45471, 3.63744], [4.22530, -0.63864, 4.37367], [3.04312, 0.58292, 2.94852], [0.98670, -1.17665, 2.80795], [0.02334, -2.18159, 3.18000], [-1.11427, -2.41047, 2.44023], [-1.68235, -3.47184, 2.93640], [-0.95822, -4.02092, 3.93794], [0.09446, -3.19089, 4.11386], [3.21486, -2.50469, 5.26145], [0.59571, -0.08555, 3.06512]],
  "homo_lumo_gap_ev": 6.73,
  "energy_ha": -2415.1521,
  "e_above_lowest_kcal_mol": 11.26,
  "charge": 0
}

=====

3.
{
  "formula": "C4H5NO",
  "method": "ωB97M-V/def2-TZVPD",
  "species": ["C", "C", "O", "C", "C", "N", "H", "H", "H", "H", "H"],
  "positions_angstrom": [[1.28149, 0.28598, -0.14511], [0.18120, -0.64973, -0.47073], [-0.46316, -1.52457, 0.41271], [-1.20492, -0.38297, 0.01955], [-1.48602, 0.59859, 1.04680], [-1.69356, 1.43146, 1.82786], [2.18135, -0.28358, 0.04919], [1.45679, 0.96329, -0.99362], [0.99456, 0.88403, 0.71944], [0.22419, -1.12256, -1.46391], [-1.47192, -0.19996, -1.00219]],
  "homo_lumo_gap_ev": 11.09,
  "energy_ha": -285.3080,
  "e_above_lowest_kcal_mol": 66.85,
  "charge": 0,
  "smiles": "C[C@H]1O[C@H]1C#N"
}

=====

4.
{
  "formula": "C6H12N2",
  "method": "ωB97M-V/def2-TZVPD",
  "species": ["C", "C", "C", "C", "C", "C", "H", "H", "H", "H", "H", "H", "H", "H", "H", "H", "H", "H", "N", "N"],
  "positions_angstrom": [[-0.31937, -0.70883, 0.25459], [-1.65725, -0.82901, -0.63899], [-1.65443, -0.88225, 1.02735], [0.54897, 0.46959, -0.11914], [0.24038, 1.96847, -0.13807], [1.28624, 1.30257, 0.81025], [0.37552, -2.05122, -1.01435], [0.53494, -2.81274, 0.97278], [-1.95473, -1.91873, -0.89378], [-2.35051, 0.19280, -0.86965], [-2.21384, -0.04509, 1.31779], [-2.06456, -1.69921, 1.53460], [2.44232, -0.03774, -0.79034], [1.70165, 0.98335, -1.76143], [-0.70613, 2.13459, 0.01540], [0.66930, 2.63457, -1.00579], [1.04828, 1.32051, 1.79088], [2.24230, 1.60132, 0.68658], [0.42154, -1.81265, 0.06320], [1.40937, 0.18969, -1.24189]],
  "homo_lumo_gap_ev": 9.26,
  "energy_ha": -345.0588,
  "e_above_lowest_kcal_mol": 168.82,
  "charge": 0
}

=====

5.
{
  "formula": "C3H3O5P",
  "method": "ωB97M-V/def2-TZVPD",
  "species": ["C", "C", "C", "O", "O", "O", "O", "O", "P", "H", "H", "H"],
  "positions_angstrom": [[-1.57924, -0.79132, 1.45171], [-0.46044, 1.77592, -0.79723], [-0.05643, 0.79189, -0.11256], [2.07710, -0.52839, 1.11917], [0.79477, -1.56667, -0.78557], [-1.32282, 2.59513, -1.08065], [2.15742, 0.40736, -1.35668], [-2.37304, -1.53417, 0.80930], [1.39604, -0.14917, -0.19771], [-1.28474, -0.93541, 2.55089], [0.59679, 1.77844, -1.39599], [0.05458, -1.84361, -0.20467]],
  "homo_lumo_gap_ev": [6.14, 6.15],
  "energy_ha": -833.5784,
  "e_above_lowest_kcal_mol": 112.21,
  "charge": -2
}

=====

6.
{
  "formula": "C32H44BrN3P2PtS",
  "method": "ωB97M-V/def2-TZVPD",
  "species": ["C", "C", "C", "C", "N", "C", "C", "C", "C", "C", "C", "C", "C", "C", "Pt", "P", "H", "H", "H", "H", "H", "H", "H", "H", "C", "C", "H", "H", "H", "H", "H", "C", "C", "H", "H", "H", "H", "H", "C", "C", "H", "H", "H", "H", "H", "Br", "P", "C", "C", "H", "H", "H", "H", "H", "C", "C", "H", "H", "H", "H", "H", "C", "C", "H", "H", "H", "H", "H", "N", "C", "N", "C", "C", "C", "C", "C", "C", "S", "H", "H", "H", "H", "H", "H"],
  "positions_angstrom": [[-0.32958, 5.04600, -5.62840], [-0.51478, 3.88217, -6.43056], [-0.74376, 4.04422, -7.81697], [-0.77784, 5.36650, -8.30059], [-0.55111, 6.42100, -7.54406], [-0.36274, 6.29066, -6.23681], [-0.39553, 2.63531, -5.67698], [-0.51588, 2.28967, -4.37092], [-0.96556, 2.64213, -3.06198], [-0.06631, 3.10773, -2.07497], [-0.13638, 2.63810, -0.75847], [-1.18195, 1.73834, -0.42235], [-2.35814, 1.76284, -1.24503], [-2.22138, 2.18836, -2.57516], [-0.00508, 0.76511, -5.44357], [1.97017, -0.93250, -1.60067], [-0.81104, 3.18887, -8.50003], [-0.07052, 5.00028, -4.56367], [-0.95811, 5.54270, -9.35722], [-0.20521, 7.19306, -5.66086], [-3.04760, 2.13801, -3.26801], [0.79634, 3.65426, -2.41364], [-3.31082, 1.35477, -0.83328], [0.68128, 2.84424, -0.08170], [2.50542, -2.58598, -0.96488], [3.52331, -3.43773, -1.72428], [1.53335, -3.10756, -0.90237], [2.84241, -2.42833, 0.07163], [3.75709, -4.33420, -1.12796], [3.13236, -3.79722, -2.68468], [4.46145, -2.90360, -1.90279], [2.30789, -0.76492, -3.38784], [3.39892, 0.16732, -3.84398], [1.32509, -0.41060, -3.78166], [2.44151, -1.76819, -3.80496], [3.44582, 0.13938, -4.93044], [3.21002, 1.19907, -3.56832], [4.36864, -0.14085, -3.46553], [2.96465, 0.33672, -0.69564], [4.45456, 0.02302, -0.37092], [2.42724, 0.51203, 0.25820], [2.91003, 1.27085, -1.28778], [4.89664, 0.92732, 0.11000], [4.55081, -0.81092, 0.36251], [5.04535, -0.19108, -1.29253], [-0.53221, -0.00528, -0.05785], [-1.24953, -1.34979, -3.57489], [-0.34874, -2.90940, -4.01312], [-1.05794, -4.24675, -4.21790], [0.35640, -3.03193, -3.18539], [0.28402, -2.62615, -4.85655], [-0.30820, -4.99137, -4.51646], [-1.49386, -4.60470, -3.26685], [-1.81477, -4.20730, -5.02082], [-2.66447, -2.14984, -2.48142], [-3.70003, -3.06577, -3.13496], [-3.21299, -1.27650, -2.07506], [-2.17939, -2.63443, -1.61415], [-4.41890, -3.41335, -2.39765], [-4.28115, -2.50739, -3.87285], [-3.31861, -3.98332, -3.58482], [-2.38383, -0.64228, -4.82669], [-2.69188, -1.69854, -5.86473], [-1.94218, 0.32782, -5.30432], [-3.28088, -0.36516, -4.23536], [-3.07217, -1.14060, -6.72230], [-1.78758, -2.24637, -6.15262], [-3.45257, -2.43458, -5.56948], [-4.90044, 0.31843, 0.48317], [-4.00590, 0.63364, 1.46524], [-2.93537, -0.06143, 1.76280], [-2.09752, 0.60267, 2.63488], [-0.75192, 0.25874, 2.88209], [0.10610, 1.17554, 3.46692], [-0.40773, 2.41002, 3.91992], [-1.75548, 2.76204, 3.73764], [-2.58604, 1.87221, 3.06298], [-4.17368, 2.16724, 2.36884], [-5.82915, 0.74894, 0.51640], [-4.86416, -0.64355, 0.14588], [-0.39149, -0.72375, 2.58574], [1.15805, 0.92438, 3.57908], [0.27723, 3.12673, 4.37999], [-2.16539, 3.72164, 4.07490]],
  "s_squared": 6.06,
  "homo_lumo_gap_ev": [7.10, 4.71],
  "energy_ha": -5182.4064,
  "e_above_lowest_kcal_mol": 0.00,
  "multiplicity": 5,
  "charge": 4
}

=====

> Which of these has the lowest charge?

C3H3O5P